Record 1
Entry from the OMol25 dataset: C22H34N4O4 as an isolated structure (ωB97M-V/def2-TZVPD).

The calculation puts the max |F| at 2.25 eV/Å. The value obtained for the LUMO energy is -0.313 eV. The HOMO energy comes out at -8.0 eV. The calculation puts the molar mass at 418.5 g/mol. The calculation puts the HOMO-LUMO gap at 0.282 Eh.

The geometry in ORCA input format:
```
! RIJCOSX wB97M-V def2-TZVPD def2/J DEFGRID3
* xyz 0 1
O 3.4439 2.6382 0.8301
O -2.1583 0.1099 2.2123
O 5.1399 0.5005 1.5186
O 0.1251 3.0812 -1.4370
N -1.7526 -1.1069 0.2882
N -4.6722 -2.3869 0.4511
N 4.0501 -0.3021 -0.4000
N 0.3722 1.5807 0.3345
C -5.5076 -0.0904 -1.9349
C 5.3808 -2.2056 -0.8490
C 5.0866 -0.2862 0.5911
C -4.4196 -0.0985 -0.8701
C -3.0461 -0.0377 -1.5732
C -1.9282 -0.9554 1.6320
C 3.1208 0.6132 -0.4522
C 4.1367 -1.4564 -1.3218
C -0.5482 0.1552 -1.4251
C 0.2841 2.8341 -0.2485
C 0.6417 0.4012 -0.5010
C -1.5672 -3.2856 1.1356
C 0.4627 3.8725 0.8382
C -1.4809 -2.4581 -0.1584
C 1.9552 0.5044 -1.3119
C -4.5241 -1.3855 -0.1285
C -1.8292 -2.3183 2.2850
C 0.6234 3.0770 2.1227
C -1.8403 0.0215 -0.6441
C 0.7898 1.6048 1.7254
C -4.6331 1.0405 0.1270
C 6.0250 -1.4193 0.2807
H -5.6543 0.9580 0.5205
H 1.8356 1.2836 1.8124
H -0.6239 -3.8186 1.2851
H -1.0114 -2.3031 3.0147
H -2.2017 -2.7921 -0.9214
H -0.3667 -0.7592 -2.0103
H 3.2395 -2.0828 -1.2564
H -2.7651 -2.5363 2.8120
H -2.9659 -0.8944 -2.2634
H -5.5004 0.8486 -2.5018
H -0.2871 3.1615 2.7236
H 5.0928 -3.2017 -0.5071
H -2.3782 -4.0144 1.0516
H -4.5224 2.0161 -0.3630
H 1.3591 4.4558 0.6078
H -1.9507 0.9078 -0.0101
H 3.4093 1.8715 0.1354
H -3.0217 0.8744 -2.1895
H 6.0704 -2.3295 -1.6866
H 4.2535 -1.1178 -2.3578
H 0.1498 0.9417 2.3247
H 4.1511 2.3606 1.4412
H -0.4749 -2.5270 -0.6048
H 1.9629 -0.3393 -2.0205
H -6.4913 -0.2018 -1.4625
H 6.1778 -2.0175 1.1838
H -3.9331 0.9733 0.9706
H 1.9252 1.4728 -1.8387
H -0.4106 4.5325 0.8470
H -5.3567 -0.9232 -2.6322
H 6.9981 -1.0056 -0.0099
H 0.7019 -0.4504 0.1959
H -0.6243 1.0076 -2.1138
H 1.4832 3.4071 2.7064
*
```

Need the natural (NBO) charges? In units of e they are: -1.045 -0.650 -0.517 -0.652 -0.457 -0.374 -0.454 -0.461 -0.583 -0.419 0.723 -0.168 -0.378 0.716 0.251 -0.239 -0.415 0.718 -0.001 -0.415 -0.506 -0.203 -0.544 0.331 -0.506 -0.407 -0.067 -0.210 -0.612 -0.522 0.219 0.216 0.207 0.231 0.204 0.198 0.211 0.251 0.206 0.219 0.207 0.220 0.233 0.217 0.258 0.258 0.403 0.230 0.223 0.213 0.206 0.468 0.177 0.187 0.222 0.253 0.257 0.286 0.225 0.216 0.254 0.204 0.259 0.231

***

Record 2
Entry from the OMol25 dataset: a 3-piece molecular cluster, C22H34NO6PS2 overall (ωB97M-V/def2-TZVPD).

The calculation puts the max |F| at 0.97 eV/Å. The value obtained for the LUMO energy is 0.407 eV. The HOMO energy comes out at -7.7 eV. The calculation puts the molar mass at 503.6 g/mol. Its SMILES is O=P(O)(O)Cc1cc(O)c2c(c1)N(CCCS)c1ccccc1S2.CC(C)O.CC(C)O. The calculation puts the HOMO-LUMO gap at 0.297 Eh.

The geometry in ORCA input format:
```
! RIJCOSX wB97M-V def2-TZVPD def2/J DEFGRID3
* xyz 0 1
S 0.7876 -1.1895 -4.3427
S 6.2405 -1.0367 0.7901
P -0.5779 0.6434 0.8938
O -4.0647 0.1111 -0.0333
O -1.8059 1.4711 1.5060
O -0.7600 0.7722 -0.7020
O -4.0270 2.9806 0.5024
O 5.3348 0.7983 2.9946
O -0.5071 -0.7399 1.3759
N 4.0474 -1.3464 -1.1189
C -4.0548 4.0072 1.4977
C 2.1803 0.9647 1.1570
C -4.5636 -2.2541 0.0827
C -4.7739 5.2372 0.9678
C -4.7284 -0.9635 -0.7039
C 5.7383 -4.9949 0.1947
C 3.0613 -1.4086 -2.1932
C 0.8468 1.6706 1.2514
C 4.6676 -0.2573 0.9456
C 4.3810 0.5657 2.0267
C -4.6962 3.4849 2.7733
C 1.6386 0.2324 -3.5727
C 3.1372 1.1747 2.1367
C 2.4587 0.1178 0.0879
C 5.6383 -2.5930 0.2134
C 3.0087 -0.0836 -2.9668
C 4.6684 -5.0116 -0.6864
C 3.7025 -0.4957 -0.0358
C 6.2172 -3.7738 0.6536
C 4.0847 -3.8314 -1.1270
C -6.1933 -0.6215 -0.9242
C 4.5745 -2.5978 -0.6927
H 2.9391 1.8210 2.9819
H -3.5077 -2.4808 0.2321
H -6.6958 -0.4801 0.0371
H -6.2898 0.3051 -1.4916
H -5.7333 3.1927 2.5827
H -3.0091 4.2506 1.6911
H -4.7723 6.0434 1.7019
H -5.8126 4.9941 0.7268
H -4.2284 -1.0574 -1.6698
H 3.2420 -3.8882 -1.7998
H -4.1620 2.6061 3.1366
H -4.4775 0.2169 0.8316
H 3.2832 0.7409 -2.3088
H 2.0726 -1.6791 -1.8048
H -2.4810 1.7180 0.8475
H -6.7089 -1.4148 -1.4659
H 0.8379 2.4920 0.5260
H 0.7254 2.1379 2.2283
H 6.1664 -5.9291 0.5335
H 1.6847 -0.0427 -0.6472
H 3.3501 -2.1833 -2.8970
H -4.6931 4.2416 3.5582
H 5.4676 -0.0230 3.4846
H -5.0332 -3.0936 -0.4315
H -5.0217 -2.1554 1.0705
H -4.9329 2.7272 0.2954
H 0.0476 -1.5657 -3.2959
H 3.7455 -0.1428 -3.7688
H 7.0451 -3.7378 1.3511
H -1.4331 0.1347 -0.9845
H -4.2971 5.5955 0.0555
H 0.9687 0.6613 -2.8303
H 1.7633 0.9286 -4.4001
H 4.2889 -5.9663 -1.0284
*
```

Need the natural (NBO) charges? In units of e they are: -0.058 0.312 2.357 -0.739 -1.021 -1.004 -0.737 -0.692 -1.090 -0.459 0.092 0.027 -0.634 -0.630 0.096 -0.230 -0.228 -0.844 -0.277 0.295 -0.634 -0.509 -0.262 -0.303 -0.231 -0.424 -0.185 0.264 -0.201 -0.281 -0.631 0.241 0.221 0.230 0.198 0.214 0.195 0.183 0.215 0.197 0.171 0.221 0.224 0.467 0.224 0.183 0.543 0.217 0.257 0.262 0.216 0.220 0.225 0.216 0.487 0.212 0.200 0.470 0.117 0.211 0.221 0.514 0.220 0.229 0.226 0.213

***

Record 3
Entry from the OMol25 dataset: C22H35CdN2O3SSe2Si as an isolated structure (ωB97M-V/def2-TZVPD).

The calculation puts the max |F| at 0.45 eV/Å. The value obtained for the LUMO energy is -3.692 eV. The HOMO energy comes out at -11.2 eV. The calculation puts the molar mass at 706.0 g/mol. The calculation puts the HOMO-LUMO gap at 0.277 Eh.

The geometry in ORCA input format:
```
! RIJCOSX wB97M-V def2-TZVPD def2/J DEFGRID3
* xyz 1 1
Cd 0.4775 -0.8675 -1.9702
Se 2.3777 -3.3667 -3.8494
Se 1.3201 -4.2756 -2.0006
S -0.2999 1.3806 -1.8190
Si -0.5690 1.0280 0.2530
O -2.0834 0.6256 0.6703
O -0.0902 2.2543 1.1868
O 0.3518 -0.3647 0.4455
N 2.7257 -0.9815 -2.3624
N -0.9114 -2.5926 -2.4339
C -0.7578 -2.1793 1.6320
C -3.3542 2.6679 0.3198
C 1.1356 3.6699 2.6316
C 0.4510 -1.2543 1.5994
C 3.3751 -1.9680 -2.9834
C -3.0140 1.7148 2.6223
C -3.2152 1.3964 1.1484
C 2.2055 2.7617 0.5564
C 1.7233 -2.0514 1.3800
C 4.8014 0.1083 -1.9375
C 0.5520 -0.4333 2.8772
C 4.7510 -1.9841 -3.1038
C 0.3756 4.4687 0.3837
C -3.1320 -3.3053 -2.9123
C -2.1994 -2.3145 -2.6763
C -4.4238 0.5005 0.9572
C -1.3764 -4.9144 -2.6662
C 3.4236 0.0391 -1.8443
C 0.9147 3.2900 1.1781
C -0.5074 -3.8661 -2.4307
C 5.4738 -0.9194 -2.5742
C -2.7154 -4.6230 -2.9044
H 1.9234 -2.6950 2.2387
H 5.2426 -2.8134 -3.5946
H -2.5003 3.3332 0.4829
H 1.4248 0.2240 2.8440
H -2.9399 0.7909 3.2040
H 3.0307 3.4462 0.7681
H 5.3281 0.9551 -1.5189
H 1.8230 4.5172 2.7059
H -0.4963 4.9012 0.8821
H -3.8613 2.2931 3.0015
H 1.6323 -2.6846 0.4945
H -2.4740 -1.2677 -2.6655
H 0.6517 -1.1012 3.7350
H -0.8403 -2.7213 0.6844
H 2.5740 -1.3780 1.2448
H 1.5556 2.8268 3.1873
H 0.1858 3.9492 3.0918
H -0.3404 0.1848 3.0250
H 6.5548 -0.9025 -2.6556
H 2.4515 1.7784 0.9724
H -1.0094 -5.9307 -2.6674
H 2.8430 0.8149 -1.3591
H 1.1413 5.2448 0.2919
H -4.5535 0.2630 -0.1026
H -1.6791 -1.6134 1.7839
H -3.4201 -5.4234 -3.0911
H -4.2652 3.2020 0.6001
H 0.0837 4.1463 -0.6202
H 2.0920 2.6778 -0.5287
H -4.1642 -3.0411 -3.0958
H -2.1014 2.2974 2.7646
H -0.6487 -2.9085 2.4387
H -4.2968 -0.4323 1.5138
H -3.4063 2.4227 -0.7454
H -5.3272 1.0003 1.3164
*
```

Need the natural (NBO) charges? In units of e they are: 1.583 0.229 0.210 -1.024 2.213 -0.980 -0.976 -1.025 -0.605 -0.610 -0.633 -0.642 -0.618 0.276 0.033 -0.636 0.282 -0.647 -0.626 -0.229 -0.638 -0.255 -0.632 -0.233 0.068 -0.615 -0.244 0.067 0.284 0.025 -0.119 -0.117 0.227 0.250 0.219 0.216 0.210 0.225 0.245 0.218 0.217 0.221 0.201 0.234 0.226 0.195 0.214 0.211 0.220 0.228 0.242 0.208 0.250 0.234 0.219 0.209 0.237 0.243 0.224 0.224 0.217 0.248 0.226 0.223 0.212 0.221 0.219